DFT (ωB97M-V with the def2-TZVPD basis set) results for a structure of composition C3H5EuO4.

For the HOMO-LUMO gap (alpha / beta), the calculation gives 0.201 / 0.349 hartree. Its LUMO energy (alpha / beta) is 0.08 / -0.03 eV. The multiplicity is 9. Its HOMO energy (alpha / beta) is -5.402 / -9.533 eV. Its energy above the lowest of the compared OMol25 structures with the same formula, charge and spin is 1.556 eV. As for the expectation value of S²: 20.01. For the electronic energy, the calculation gives -30708.95597 eV.

Last column: Löwdin spin population.
Geometry (Å):
C (-1.686, -0.298, 1.653)  0.003
O (-0.539, 0.281, 1.073)  0.050
C (-0.061, -0.377, -0.101)  0.006
O (0.638, 0.559, -0.815)  0.044
Eu (0.861, 2.798, 0.043)  7.852
H (-1.950, 0.298, 2.533)  0.001
H (-2.530, -0.289, 0.945)  0.000
H (-1.477, -1.333, 1.966)  0.000
H (-0.929, -0.707, -0.703)  0.001
H (0.576, -1.230, 0.201)  0.001
O (2.705, 1.198, -2.105)  0.035
C (2.164, 0.113, -2.171)  0.007
O (2.228, -1.013, -2.520)  0.002

Forces on atoms 1 to 6 (eV/Å):
C -0.07 -0.19 0.06
O 0.07 0.54 0.18
C 0.02 0.24 -0.75
O 0.40 0.25 0.14
Eu -0.02 -1.22 -0.40
H 0.07 -0.16 -0.19



DFT (ωB97M-V with the def2-TZVPD basis set) results for a structure of composition C23H50F9Mg2O19S3.

For the HOMO-LUMO gap, the calculation gives 0.100 hartree. Its LUMO energy is -7.86 eV. Its HOMO energy is -10.567 eV. Its net charge is +1. Its energy above the lowest of the compared OMol25 structures with the same formula, charge and spin is 18.421 eV. For the electronic energy, the calculation gives -131392.10779 eV.

Last column: Löwdin charge in e.
Geometry (Å):
Mg (3.305, -1.137, -2.697)  1.550
Mg (-3.566, 1.730, -3.356)  1.475
C (-8.346, 3.327, 0.178)  -0.677
F (-9.290, 4.194, 0.565)  0.139
F (-8.089, 2.567, 1.216)  0.157
F (-8.739, 2.547, -0.782)  0.159
S (-6.795, 4.365, -0.494)  0.543
O (-6.360, 5.169, 0.633)  -0.261
O (-5.872, 3.391, -1.046)  -0.343
O (-7.353, 5.188, -1.630)  -0.300
C (-0.340, -1.176, -7.944)  -0.568
F (0.744, -1.173, -8.840)  0.082
F (-1.390, -0.600, -8.522)  0.124
F (-0.742, -2.438, -7.714)  0.113
S (-0.026, -0.200, -6.308)  0.449
O (0.612, 1.027, -6.783)  -0.342
O (-1.290, 0.083, -5.632)  -0.383
O (0.890, -0.911, -5.467)  -0.375
C (-0.018, 1.684, 1.804)  -0.653
F (-1.183, 1.788, 2.383)  0.175
F (0.396, 2.948, 1.377)  0.086
F (0.886, 1.143, 2.579)  0.152
S (-0.168, 0.477, 0.341)  0.515
O (-0.496, -0.905, 0.835)  -0.355
O (-1.223, 1.080, -0.484)  -0.396
O (1.107, 0.539, -0.392)  -0.400
C (5.248, 2.804, -3.037)  -0.115
O (5.234, 1.540, -3.703)  -0.219
C (5.939, 1.715, -4.994)  -0.129
C (7.473, 1.322, -4.907)  -0.178
O (7.811, 1.492, -3.525)  -0.216
C (9.179, 1.044, -3.332)  -0.085
H (6.173, 3.381, -3.024)  0.100
H (4.958, 2.838, -1.987)  0.086
H (4.404, 3.360, -3.445)  0.094
H (5.865, 2.715, -5.422)  0.122
H (5.514, 1.107, -5.793)  0.114
H (8.107, 2.054, -5.407)  0.121
H (7.768, 0.365, -5.336)  0.115
H (9.422, 1.302, -2.302)  0.089
H (9.901, 1.619, -3.913)  0.086
H (9.395, 0.004, -3.576)  0.086
C (-9.056, -5.621, 9.216)  -0.094
O (-8.108, -4.760, 8.511)  -0.178
C (-8.080, -3.492, 9.175)  -0.197
C (-7.525, -2.311, 8.288)  -0.205
O (-6.208, -2.497, 7.857)  -0.179
C (-5.675, -1.316, 7.285)  -0.121
H (-10.088, -5.278, 9.141)  0.080
H (-8.891, -5.586, 10.293)  0.078
H (-8.975, -6.654, 8.875)  0.085
H (-7.406, -3.616, 10.023)  0.120
H (-9.039, -3.158, 9.571)  0.116
H (-7.588, -1.355, 8.808)  0.122
H (-8.121, -2.346, 7.376)  0.122
H (-5.281, -0.592, 7.998)  0.084
H (-6.404, -0.883, 6.600)  0.086
H (-4.753, -1.428, 6.715)  0.081
C (3.564, 7.719, 3.659)  -0.144
O (4.506, 6.745, 3.471)  -0.186
C (5.161, 6.854, 2.236)  -0.204
C (6.197, 5.726, 2.349)  -0.142
O (7.021, 5.545, 1.104)  -0.225
C (8.335, 4.940, 1.257)  -0.098
H (2.950, 8.045, 2.820)  0.091
H (4.033, 8.572, 4.150)  0.094
H (2.812, 7.315, 4.338)  0.091
H (5.664, 7.801, 2.040)  0.130
H (4.399, 6.677, 1.478)  0.126
H (5.690, 4.761, 2.375)  0.115
H (6.693, 5.739, 3.320)  0.122
H (8.754, 5.359, 2.171)  0.078
H (8.987, 5.161, 0.412)  0.081
H (8.216, 3.870, 1.424)  0.072
C (-4.477, -6.135, -3.048)  -0.097
O (-4.435, -4.717, -3.224)  -0.195
C (-5.706, -4.155, -3.608)  -0.202
C (-5.547, -2.630, -3.781)  -0.167
O (-4.946, -1.833, -2.724)  -0.215
C (-5.275, -2.128, -1.346)  -0.087
H (-5.174, -6.458, -2.275)  0.089
H (-3.494, -6.586, -2.914)  0.086
H (-4.809, -6.518, -4.013)  0.083
H (-6.445, -4.369, -2.836)  0.117
H (-6.163, -4.562, -4.510)  0.127
H (-6.592, -2.335, -3.869)  0.117
H (-5.037, -2.400, -4.717)  0.122
H (-6.331, -2.137, -1.076)  0.084
H (-4.819, -1.423, -0.650)  0.089
H (-5.097, -3.164, -1.061)  0.081
C (1.873, -4.408, -1.937)  -0.098
O (2.852, -3.539, -1.462)  -0.239
C (3.476, -4.063, -0.246)  -0.133
C (4.853, -3.427, -0.174)  -0.202
O (4.731, -2.049, -0.483)  -0.250
C (5.726, -1.182, 0.216)  -0.007
H (2.325, -5.176, -2.563)  0.103
H (1.200, -3.765, -2.505)  0.099
H (1.250, -4.952, -1.227)  0.110
H (3.474, -5.128, -0.016)  0.146
H (2.915, -3.674, 0.604)  0.141
H (5.533, -3.922, -0.868)  0.131
H (5.372, -3.607, 0.767)  0.140
H (5.776, -1.194, 1.305)  0.102
H (5.471, -0.154, -0.043)  0.090
H (6.690, -1.519, -0.166)  0.098

Forces on atoms 1 to 6 (eV/Å):
Mg -0.32 -0.53 1.69
Mg 0.12 -0.37 0.66
C 1.34 1.91 0.20
F 0.16 -0.20 -0.65
F 0.78 -0.37 0.77
F -0.83 -0.50 -1.24



DFT (ωB97M-V with the def2-TZVPD basis set) results for a structure of composition C26H39Br12NO3.

For the HOMO-LUMO gap, the calculation gives 0.274 hartree. Its LUMO energy is -0.42 eV. Its HOMO energy is -7.865 eV. For the electronic energy, the calculation gives -875716.81243 eV.

Last column: Löwdin charge in e.
Geometry (Å):
C (5.554, 2.074, 1.660)  -0.077
C (6.671, 1.431, 0.598)  -0.498
C (7.435, 2.587, -0.307)  -0.086
C (7.873, 0.842, 1.606)  -0.117
C (6.139, 0.138, -0.235)  -0.138
C (4.972, 0.363, -1.331)  -0.422
C (5.612, -0.031, -2.826)  -0.095
C (4.356, 1.863, -1.489)  -0.137
C (3.657, -0.658, -1.168)  -0.077
C (2.689, -1.035, -2.479)  -0.005
C (1.349, -2.015, -2.297)  0.019
C (0.898, -2.665, -0.826)  -0.171
O (-0.306, -3.508, -0.782)  -0.170
C (-1.222, -3.130, 0.303)  -0.187
C (-2.730, -2.650, -0.239)  -0.197
O (-3.434, -2.091, 0.963)  -0.209
C (-4.574, -1.255, 0.556)  -0.202
C (-4.281, 0.383, 0.723)  -0.168
C (-5.424, 1.168, -0.157)  -0.247
C (-4.982, 1.896, -1.564)  -0.122
C (-6.465, 2.550, -1.966)  -0.188
N (-7.211, 2.765, -0.648)  -0.035
C (-6.262, 2.411, 0.512)  -0.212
O (-6.185, 2.978, 1.728)  -0.023
C (1.881, -2.307, 0.445)  -0.222
C (3.183, -1.329, 0.261)  -0.141
H (4.707, 1.249, 1.759)  0.080
H (6.010, 2.256, 2.728)  0.084
H (5.044, 3.055, 1.211)  0.085
H (8.322, 3.059, 0.303)  0.087
H (7.757, 2.153, -1.354)  0.085
H (6.653, 3.438, -0.507)  0.067
H (8.722, 0.421, 0.918)  0.087
H (8.273, 1.777, 2.194)  0.082
H (7.414, 0.025, 2.339)  0.098
H (5.877, -0.700, 0.574)  0.119
H (7.086, -0.306, -0.812)  0.128
H (6.094, -1.103, -2.840)  0.101
H (4.878, 0.189, -3.710)  0.074
H (6.522, 0.729, -2.962)  0.088
H (3.819, 2.274, -0.530)  0.028
H (3.520, 1.809, -2.333)  0.054
H (5.143, 2.662, -1.897)  0.095
H (2.861, -0.622, -3.562)  0.081
H (0.696, -2.250, -3.268)  0.098
H (-1.436, -4.091, 0.978)  0.110
H (-0.852, -2.261, 0.993)  0.067
H (-2.616, -1.854, -1.095)  0.140
H (-3.315, -3.576, -0.650)  -0.056
H (-4.986, -1.475, -0.519)  0.126
H (-5.468, -1.471, 1.316)  0.142
H (-4.341, 0.716, 1.849)  0.127
H (-3.185, 0.655, 0.349)  -0.031
H (-6.265, 0.346, -0.319)  0.147
H (-4.617, 0.958, -2.205)  0.132
H (-4.145, 2.686, -1.255)  0.129
H (-6.244, 3.580, -2.481)  0.121
H (-7.089, 1.772, -2.587)  0.129
H (-7.897, 1.975, -0.614)  0.110
H (1.609, -2.783, 1.504)  -0.034
H (3.828, -1.101, 1.222)  0.084
C (-0.833, -4.122, 4.680)  -1.568
Br (0.443, -3.351, 3.431)  0.656
Br (-1.834, -2.752, 5.631)  0.571
Br (-2.008, -5.407, 3.813)  0.574
H (-0.254, -4.673, 5.429)  -0.023
C (-0.046, 1.088, -0.068)  -1.472
Br (0.923, -0.100, 1.131)  0.796
Br (-1.512, 1.991, 0.838)  0.677
Br (1.141, 2.346, -0.956)  0.659
H (-0.490, 0.461, -0.848)  -0.018
C (-6.901, 6.291, 2.740)  -1.606
Br (-5.305, 6.428, 3.844)  0.545
Br (-8.524, 6.564, 3.776)  0.545
Br (-6.818, 7.475, 1.199)  0.539
H (-6.936, 5.267, 2.354)  -0.059
C (-4.577, -6.543, -2.455)  -1.576
Br (-5.970, -5.638, -3.469)  0.558
Br (-3.794, -8.015, -3.456)  0.560
Br (-3.224, -5.300, -1.817)  0.727
H (-5.056, -6.976, -1.571)  -0.021

Forces on atoms 1 to 6 (eV/Å):
C -0.59 -0.64 -0.99
C 1.39 -0.01 1.56
C -1.24 0.06 0.11
C -0.79 0.43 -0.70
C 0.77 -0.40 0.44
C -1.12 -0.98 -1.65



DFT (ωB97M-V with the def2-TZVPD basis set) results for a structure of composition C37H45O3PSeZn.

For the HOMO-LUMO gap, the calculation gives 0.278 hartree. Its LUMO energy is 0.35 eV. Its HOMO energy is -7.216 eV. For the electronic energy, the calculation gives -168294.77008 eV.

Last column: Löwdin charge in e.
Geometry (Å):
Zn (12.476, 14.131, 8.796)  0.516
O (14.975, 14.167, 7.919)  -0.088
C (15.857, 13.414, 8.832)  -0.278
C (14.996, 13.177, 10.154)  -0.592
O (15.624, 13.055, 11.157)  0.105
O (13.702, 13.175, 9.976)  -0.148
C (16.001, 11.931, 8.221)  -0.130
C (15.928, 11.821, 6.815)  -0.084
C (15.829, 10.584, 6.193)  -0.096
C (15.826, 9.420, 6.978)  -0.094
C (15.986, 9.518, 8.365)  -0.084
C (16.074, 10.753, 9.010)  -0.006
C (17.160, 14.059, 9.131)  -0.144
C (18.314, 13.599, 8.420)  -0.014
C (19.515, 14.256, 8.555)  -0.082
C (19.602, 15.482, 9.258)  -0.095
C (18.492, 15.946, 9.940)  -0.080
C (17.295, 15.199, 9.933)  -0.012
H (15.574, 14.755, 7.390)  0.125
H (16.089, 12.674, 6.152)  0.120
H (15.562, 10.586, 5.109)  0.114
H (15.750, 8.425, 6.506)  0.105
H (16.020, 8.653, 8.994)  0.093
H (16.162, 10.893, 10.132)  0.141
H (18.163, 12.791, 7.714)  0.104
H (20.462, 13.814, 8.172)  0.112
H (20.476, 16.129, 9.147)  0.103
H (18.606, 16.926, 10.448)  0.114
H (16.457, 15.573, 10.540)  0.131
C (13.688, 20.100, 4.304)  -0.072
C (13.241, 19.215, 5.390)  -0.306
C (14.195, 18.693, 6.211)  -0.039
C (13.852, 17.862, 7.284)  -0.309
C (14.864, 17.385, 8.298)  -0.123
C (12.491, 17.753, 7.606)  -0.493
Se (12.036, 16.624, 9.150)  0.672
C (11.494, 18.547, 6.921)  -0.293
C (10.070, 18.702, 7.446)  -0.068
C (11.851, 19.122, 5.706)  -0.009
H (12.901, 20.874, 4.144)  0.089
H (13.844, 19.522, 3.397)  0.080
H (14.621, 20.584, 4.619)  0.082
H (15.248, 18.878, 5.964)  0.122
H (15.919, 17.621, 8.029)  0.087
H (14.761, 16.336, 8.541)  -0.003
H (14.578, 17.934, 9.283)  0.102
H (9.649, 17.667, 7.443)  0.043
H (9.573, 19.437, 6.811)  0.071
H (9.997, 19.070, 8.490)  0.085
H (11.062, 19.573, 5.080)  0.118
C (9.940, 15.258, 6.258)  -0.093
C (9.250, 14.328, 7.258)  -0.677
C (8.750, 15.100, 8.495)  -0.102
C (8.052, 13.695, 6.570)  -0.095
P (10.542, 13.136, 7.889)  1.109
C (9.578, 12.336, 9.157)  -0.413
C (8.673, 11.397, 8.757)  -0.107
C (8.073, 10.567, 9.764)  -0.055
C (8.249, 10.870, 11.103)  -0.079
C (9.070, 11.960, 11.465)  -0.066
C (9.737, 12.699, 10.502)  -0.082
C (11.287, 11.729, 6.690)  -0.635
C (12.449, 12.357, 5.854)  -0.081
C (11.730, 10.594, 7.581)  -0.091
C (10.146, 11.268, 5.762)  -0.088
H (9.207, 15.795, 5.686)  0.091
H (10.479, 14.652, 5.536)  0.062
H (10.713, 15.830, 6.748)  0.026
H (8.222, 16.028, 8.182)  0.101
H (9.605, 15.393, 9.091)  -0.010
H (8.048, 14.452, 9.053)  0.091
H (7.426, 14.509, 6.231)  0.082
H (7.408, 12.951, 7.139)  0.102
H (8.316, 13.262, 5.580)  0.073
H (8.449, 11.220, 7.702)  0.079
H (7.515, 9.680, 9.450)  0.107
H (7.671, 10.341, 11.895)  0.117
H (9.231, 12.182, 12.531)  0.115
H (10.301, 13.571, 10.825)  0.109
H (13.383, 12.512, 6.476)  0.065
H (12.134, 13.303, 5.355)  0.075
H (12.729, 11.623, 5.052)  0.095
H (12.530, 10.965, 8.308)  0.101
H (12.236, 9.787, 6.959)  0.116
H (10.967, 10.177, 8.204)  0.058
H (9.684, 12.110, 5.272)  0.048
H (9.425, 10.694, 6.348)  0.064
H (10.623, 10.608, 5.012)  0.097

Forces on atoms 1 to 6 (eV/Å):
Zn 0.94 1.10 0.42
O 1.78 0.37 -0.13
C -2.05 -2.42 0.20
C -0.58 1.43 -2.61
O 0.19 -0.68 1.81
O 0.10 -0.14 0.19